A structure of composition C14H18F2NaO7S, computed with ωB97M-V/def2-TZVPD.

Computed properties:
**Orbital gap**: 8.05 eV

ORCA input file:
```
! RIJCOSX wB97M-V def2-TZVPD def2/J DEFGRID3
* xyz 1 1
S 0.38126 -0.27452 -2.72225
C -1.93420 2.28882 0.19673
O -3.15038 1.27791 2.96053
H -1.97628 3.37535 -0.12476
H 2.69058 -0.36004 -1.06606
C -1.23073 1.42874 -0.95285
H 0.99867 1.75022 1.39113
H 2.59215 -4.60279 -0.10015
O -0.77071 -0.18206 -3.61431
H -1.92589 0.58329 -1.22351
C -3.54909 0.85222 1.68955
O 0.90148 1.15533 -1.98999
H -3.82898 1.16192 -0.45987
C 0.49810 -1.39549 2.22288
O 1.49884 -0.85255 -3.48890
F 0.48426 -2.71467 2.68649
H 1.75327 -2.75893 -1.88494
H 2.26557 1.62222 0.10415
O -3.98310 -0.29568 1.58474
F 0.62306 -4.06570 0.23220
H 2.39383 -3.38211 1.24124
H -1.18311 2.09875 -1.87302
C 2.07793 -1.03035 -0.37460
H -4.18136 2.64195 0.51821
C -0.31258 -0.86004 0.98249
H 2.61281 -0.96105 0.63254
H -0.89727 0.04434 1.35389
C -3.44692 1.77871 0.40707
H 3.43344 -2.61508 -1.11974
C 0.83854 4.61264 -0.32665
H -1.11356 -1.63652 0.73762
O 1.15826 -0.60669 2.85751
C 2.29083 -2.51293 -0.89449
C 1.10260 3.43512 -0.11093
Na 2.51508 -4.68257 -1.67703
C 0.26908 0.99281 -0.64849
H 0.91162 5.70590 -0.57016
H -2.93915 0.44301 3.44169
C 1.17401 1.90808 0.27832
C 0.56598 -0.55675 -0.31071
C 1.98020 -3.66482 0.23301
H -1.37319 2.21656 1.18684
O -0.15504 -1.21447 -1.40984
*
```